{
  "formula": "C4H11N2O",
  "method": "ωB97M-V with the def2-TZVPD basis set",
  "e_above_lowest_kcal_mol": 77.4,
  "homo_ev": -2.316,
  "gap_ev": 6.192,
  "total_charge": -1,
  "species": ["C", "C", "C", "C", "N", "N", "O", "H", "H", "H", "H", "H", "H", "H", "H", "H", "H", "H"],
  "positions_angstrom": [[-0.84192, -0.49546, 0.77892], [1.43350, 0.10266, 1.65575], [0.29253, 1.68302, -0.00542], [0.42076, 0.30659, 0.52592], [0.30056, -0.03784, -2.04414], [0.81035, 0.58104, -0.83045], [-2.11023, -0.97515, -2.01880], [-0.68876, -1.55692, 0.64942], [-1.33307, -0.36365, 1.72954], [-1.51175, -0.30180, -0.01293], [1.05220, 0.01578, 2.69058], [2.17077, 0.86252, 1.53045], [1.84374, -0.88981, 1.54756], [-1.85059, -1.88538, -2.16791], [-0.69266, 2.00139, -0.30712], [1.01349, 2.47012, 0.16722], [-0.89852, -0.47454, -2.05819], [0.58961, -1.04258, -1.83040]],
  "lowdin_charge": [-0.056, -0.054, -0.109, -0.551, -0.087, -0.176, -0.411, 0.071, 0.065, 0.025, 0.073, 0.051, 0.058, -0.090, 0.096, 0.079, -0.016, 0.033]
}